[1]
{"formula": "C22H40BrCl3IN5O4P", "method": "ωB97M-V/def2-TZVPD", "symbols": ["C", "C", "C", "I", "O", "C", "Cl", "C", "C", "C", "O", "C", "C", "C", "N", "C", "N", "C", "N", "C", "C", "C", "O", "C", "C", "C", "N", "C", "C", "C", "N", "P", "O", "Br", "H", "H", "H", "H", "H", "H", "H", "H", "H", "H", "H", "H", "H", "H", "H", "H", "H", "H", "H", "H", "H", "H", "H", "H", "H", "H", "H", "H", "H", "H", "H", "H", "H", "H", "H", "H", "H", "H", "C", "Cl", "Cl", "H", "H"], "xyz": [[4.081385, 0.148373, -2.227544], [2.528084, -0.217164, -2.241780], [1.539558, 0.481851, -1.185213], [2.384613, 2.560976, -1.432671], [0.270067, 0.629246, -1.827440], [-0.827753, -0.163336, -1.438268], [-0.341233, -1.757290, -2.341859], [-2.116824, 0.256691, -2.280370], [-2.434267, 1.805726, -2.501392], [-1.439459, 2.542206, -3.568447], [-0.991453, 3.847834, -3.116686], [-1.090372, -0.399914, 0.175724], [-1.418221, -1.945373, 0.306440], [-2.662235, -2.740664, -0.226747], [-3.103862, -2.782326, -1.628121], [-2.535903, 0.210210, 0.636850], [-2.825106, 0.167113, 2.084588], [-3.805874, 1.214973, 2.526513], [0.070378, 0.179600, 0.996894], [-0.175196, 1.678452, 1.206612], [-0.643021, 2.772460, 0.220054], [0.008181, 4.244957, 0.599259], [-0.187063, 5.138894, -0.516756], [0.230506, -0.312596, 2.421358], [0.226503, -1.750354, 3.006074], [0.458641, -2.103217, 4.468835], [0.711033, -1.194761, 5.507101], [0.797118, 0.161045, 5.113639], [0.594044, 0.596290, 3.666897], [1.442852, -0.057629, 0.296978], [2.536403, 0.637538, 1.076241], [2.167113, -1.847741, 0.602491], [1.872320, -2.953406, -0.645727], [4.483564, -1.838957, 0.532519], [4.639163, -0.813689, -2.558360], [4.402426, 0.923466, -3.021169], [4.545695, 0.428475, -1.231927], [2.161260, 0.218898, -3.255199], [2.421341, -1.334424, -2.395699], [-3.099479, -0.227929, -1.966619], [-1.975433, -0.123147, -3.366423], [-2.625152, 2.425499, -1.567222], [-3.452161, 1.818982, -3.059410], [-0.563325, 1.855293, -3.875382], [-2.008040, 2.734121, -4.559407], [-1.812623, 4.266155, -2.758354], [-1.715915, -2.019123, 1.434805], [-0.515109, -2.666963, 0.257894], [-2.485138, -3.848654, 0.071526], [-3.634490, -2.488085, 0.362991], [-3.328544, -3.732817, -1.944113], [-3.951057, -2.221817, -1.813524], [-3.424252, -0.351912, 0.147743], [-2.763699, 1.244898, 0.227031], [-3.204779, -0.752193, 2.350373], [-3.217203, 2.095105, 2.970791], [-4.423114, 1.519179, 1.605551], [-4.515216, 0.772884, 3.320371], [-0.920742, 1.843626, 2.080940], [0.779673, 2.202038, 1.604961], [-1.756148, 3.081866, 0.359852], [-0.506396, 2.754116, -0.894637], [1.129378, 4.165221, 0.796160], [-0.475657, 4.633288, 1.568630], [0.714568, 5.417539, -0.794970], [0.081159, -2.600616, 2.275482], [0.429482, -3.216029, 4.759077], [1.039745, 0.906330, 5.955831], [0.724071, 1.737465, 3.564743], [3.394944, 0.746507, 0.537760], [2.807172, 0.107020, 1.915954], [2.125840, -3.839812, -0.292621], [5.183036, -4.972389, -1.400481], [4.327316, -4.387360, -2.831356], [4.052716, -5.578386, -0.182165], [5.852405, -5.779653, -1.693258], [5.757762, -4.152679, -0.972215]], "forces_ev_per_a": [[1.291, -1.087, -0.762], [0.301, 0.250, -1.591], [0.139, 0.160, -1.421], [-0.545, 0.065, 0.477], [-0.694, 0.497, 1.593], [-0.094, -0.607, -1.182], [-0.206, 0.104, 0.874], [-0.644, 0.921, -1.420], [-0.693, 0.260, -1.334], [-0.593, -0.248, -0.822], [-1.097, -1.132, 0.323], [-3.003, -1.339, -2.293], [1.154, -1.529, 3.624], [-2.551, -1.395, 0.327], [-0.413, 0.082, -0.417], [-1.680, 0.604, -0.783], [0.004, -0.060, 0.158], [-0.095, -0.070, -0.168], [0.314, 0.429, 0.792], [0.137, 3.933, 2.141], [-1.344, 2.882, -1.183], [0.601, -0.859, 0.505], [0.822, -0.403, 1.102], [1.195, -2.184, 7.950], [0.198, 1.660, -0.204], [-0.087, 1.998, -1.025], [-0.378, 1.102, -3.678], [-0.657, -2.246, -2.552], [-0.201, -0.126, -0.143], [3.427, 0.667, -1.474], [-1.429, -0.730, 0.348], [-0.187, -2.424, -0.083], [0.253, 1.201, 1.344], [-0.664, 0.315, -0.332], [-0.895, 1.444, 0.647], [-0.870, -1.052, 1.480], [-0.736, -0.249, -1.242], [0.300, -0.713, 1.830], [-0.164, 1.268, 0.849], [1.808, 0.399, 0.036], [0.054, 0.432, 1.983], [0.614, -0.802, -1.159], [1.493, -0.221, 1.088], [-1.124, 1.392, 0.934], [0.626, -0.582, 1.558], [1.176, -0.198, -0.396], [0.724, 0.097, -1.714], [-1.180, 1.578, -0.420], [0.128, 1.972, -0.272], [1.913, -0.037, -0.354], [0.370, 0.614, 0.318], [0.789, -0.454, 0.371], [1.999, 0.358, 0.182], [0.952, -1.076, 0.786], [0.381, 0.645, -0.347], [-1.149, -1.088, -0.708], [0.635, -0.037, 1.548], [1.223, 0.822, -1.231], [1.271, -1.258, -1.461], [-1.136, -1.926, -0.705], [1.585, -1.193, -0.204], [0.173, -0.615, 1.227], [-1.430, -0.188, -0.099], [0.524, -0.364, -1.534], [-1.120, -0.279, 0.087], [0.162, 1.071, 1.403], [0.016, 2.005, -0.578], [-0.465, -1.152, -1.758], [-0.288, -2.164, -0.005], [-0.502, 0.061, -0.281], [-0.340, 0.204, -0.239], [-0.001, 0.573, -0.345], [0.310, 0.119, -0.173], [0.085, 0.038, 0.028], [-0.036, -0.085, 0.154], [-0.239, 0.030, 0.048], [-0.214, -0.077, -0.022]], "lowdin_charge": [-0.26, -0.31, -0.61, 1.16, -0.25, -0.52, 0.76, -0.17, -0.15, -0.23, -0.12, -0.20, -0.21, -0.28, -0.05, -0.17, -0.13, -0.10, -0.04, -0.15, -0.19, -0.27, -0.10, -0.13, -0.04, -0.10, 0.02, -0.09, 0.02, -0.46, -0.01, 0.76, -0.45, 0.39, 0.08, 0.07, 0.01, 0.13, 0.08, 0.10, 0.12, 0.09, 0.13, 0.13, 0.13, 0.10, 0.11, 0.09, 0.15, 0.12, 0.08, 0.07, 0.13, 0.10, 0.10, 0.09, 0.09, 0.10, 0.14, 0.12, 0.12, 0.06, 0.08, 0.13, 0.09, 0.06, 0.13, 0.13, 0.10, 0.01, 0.05, 0.00, -1.01, 0.52, 0.53, 0.03, -0.01], "e_above_lowest_kj_mol": 669.7, "multiplicity": 1, "energy_ha": -6030.0430, "charge": 1}

=====

[2]
{"formula": "C22H40BrN4O13P2", "method": "ωB97M-V/def2-TZVPD", "symbols": ["C", "C", "N", "C", "C", "C", "O", "N", "O", "C", "N", "Br", "C", "C", "C", "C", "O", "C", "C", "O", "C", "C", "C", "C", "N", "O", "H", "H", "H", "H", "H", "H", "H", "H", "H", "H", "H", "H", "H", "H", "H", "H", "H", "H", "H", "H", "H", "H", "C", "O", "P", "O", "O", "C", "O", "C", "H", "H", "H", "H", "H", "H", "H", "H", "H", "C", "O", "P", "O", "O", "C", "O", "C", "H", "H", "H", "H", "H", "H", "H", "H", "H"], "xyz": [[-3.034494, 0.084071, -2.462471], [-2.813210, 1.485614, -1.928371], [-3.753659, 2.181856, -1.451904], [-1.434726, 2.137502, -1.897382], [-0.274577, 1.185357, -1.872708], [0.587969, 1.173251, -2.979612], [0.406402, 1.987565, -4.046424], [-0.334757, 1.298535, -5.204774], [0.391893, 0.763218, -5.890131], [1.654442, 0.319269, -2.996915], [1.895904, -0.497258, -1.960697], [3.415229, -1.564485, -2.135489], [1.108015, -0.548985, -0.862828], [1.403943, -1.514518, 0.252507], [1.649798, -0.824583, 1.610071], [0.879808, -1.425571, 2.806057], [0.529358, -2.794835, 2.624365], [-0.841991, -3.012058, 2.643103], [-1.483123, -3.417054, 1.341577], [-1.475416, -2.910472, 3.652956], [-0.003933, 0.301516, -0.821954], [-0.962674, 0.295855, 0.347321], [-0.852987, 1.518308, 1.270183], [-2.149772, 1.686290, 2.042375], [-2.503704, 3.005450, 2.413819], [-2.852663, 0.738807, 2.294613], [-4.019809, 0.034127, -2.918298], [-3.072807, -0.598101, -1.609560], [-2.253439, -0.256992, -3.139329], [-4.637629, 1.675642, -1.494748], [-1.434072, 2.836807, -1.066131], [-1.356889, 2.752782, -2.793574], [2.308835, 0.293547, -3.854074], [0.553273, -2.194641, 0.283303], [2.268122, -2.129292, 0.032287], [2.710798, -0.839004, 1.856507], [1.408784, 0.229447, 1.495998], [1.493761, -1.309818, 3.697963], [-0.008398, -0.816852, 2.996518], [-2.271960, -4.144593, 1.498362], [-1.894286, -2.553700, 0.817910], [-0.726083, -3.855772, 0.688933], [-0.812409, -0.611064, 0.924627], [-1.989102, 0.240098, -0.002387], [-0.010311, 1.485896, 1.960261], [-0.734298, 2.423709, 0.679621], [-1.975443, 3.235880, 3.254036], [-3.472593, 2.938315, 2.717519], [-2.038641, 7.170432, -0.134710], [-1.076243, 6.807307, -1.151400], [-0.517168, 7.992385, -2.113323], [-1.651527, 8.360248, -2.984835], [0.556214, 7.009475, -2.821980], [0.071097, 5.890874, -3.549430], [0.488309, 9.226395, -2.049527], [0.844254, 9.825845, -3.301971], [-2.107670, 6.341441, 0.565295], [-1.728360, 8.063144, 0.405098], [-3.011599, 7.337607, -0.594117], [-0.907639, 6.093914, -3.986700], [0.010811, 5.019168, -2.893477], [0.778184, 5.679452, -4.350392], [-0.019992, 10.306631, -3.753830], [1.267349, 9.086744, -3.979049], [1.595381, 10.579455, -3.078952], [1.456317, -10.376861, 2.557115], [2.383663, -9.322582, 2.903095], [1.872288, -7.794638, 2.781012], [1.754705, -7.529236, 1.327493], [3.213756, -7.199096, 3.446287], [4.466776, -7.409411, 2.798174], [0.908483, -6.767402, 3.539667], [1.010555, -5.404121, 3.131467], [1.863877, -11.309460, 2.936267], [0.479724, -10.210396, 3.007518], [1.357863, -10.437909, 1.474317], [4.344357, -7.475970, 1.716487], [4.936242, -8.317751, 3.173709], [5.103724, -6.559011, 3.035099], [0.663892, -5.284893, 2.106922], [2.033639, -5.045867, 3.229009], [0.372255, -4.834983, 3.796629]], "forces_ev_per_a": [[0.158, 0.228, 0.350], [-0.367, -0.067, 0.224], [0.087, 0.010, 0.245], [-0.229, -0.249, -0.400], [0.137, 0.146, -0.100], [-0.164, -0.038, 0.011], [0.492, 0.464, 0.579], [-0.523, -0.408, -0.657], [0.024, 0.038, 0.071], [0.168, 0.095, -0.442], [0.047, -0.162, 0.172], [0.053, -0.005, -0.065], [0.024, -0.121, 0.229], [0.085, 0.097, -0.019], [0.130, -0.225, 0.015], [0.024, 0.810, 0.226], [-0.319, 0.635, -0.787], [-0.971, -0.193, 0.684], [0.886, -0.347, -0.455], [0.470, 0.237, -0.246], [-0.383, 0.524, -0.037], [0.508, -0.353, 0.440], [-0.373, 0.490, -0.392], [-0.113, -0.161, 0.474], [-0.003, -0.611, 0.286], [-0.096, -0.092, -0.463], [0.092, -0.036, -0.278], [0.131, -0.121, -0.065], [-0.101, -0.027, -0.149], [-0.100, 0.131, -0.120], [0.062, -0.055, 0.079], [0.061, -0.033, -0.043], [0.195, -0.079, 0.119], [0.003, -0.028, 0.220], [-0.097, -0.091, -0.202], [0.083, -0.155, -0.261], [-0.048, 0.034, 0.297], [0.032, -0.250, 0.041], [-0.189, -0.246, 0.006], [-0.092, 0.083, 0.190], [-0.100, 0.118, 0.207], [-0.100, -0.107, -0.046], [-0.108, 0.010, 0.088], [0.013, 0.051, -0.118], [-0.017, -0.108, 0.057], [0.214, 0.054, 0.087], [0.235, 0.457, -0.257], [-0.023, 0.140, 0.045], [-0.312, -0.125, -0.044], [1.114, 1.962, 1.834], [-0.440, -1.850, -4.816], [-0.123, 0.350, 0.634], [0.013, 0.109, -0.103], [0.001, -0.201, 0.020], [-0.259, -0.547, 2.609], [0.077, 0.421, -0.358], [0.081, -0.044, -0.065], [0.004, -0.001, 0.024], [0.039, 0.054, -0.055], [-0.019, 0.033, 0.053], [-0.055, -0.017, -0.006], [0.047, 0.052, 0.032], [-0.089, -0.128, 0.036], [-0.072, -0.086, 0.070], [-0.008, -0.063, 0.143], [0.077, -0.201, -0.273], [-2.419, 0.086, 1.636], [3.855, 2.406, -2.653], [-0.661, -0.272, 0.220], [-0.082, 0.198, -0.072], [0.121, -0.129, 0.043], [-0.756, -2.308, 1.067], [-0.127, 0.209, -0.020], [0.080, 0.069, 0.054], [-0.007, -0.017, 0.024], [-0.010, 0.088, 0.001], [-0.054, -0.024, 0.008], [-0.015, -0.034, -0.029], [-0.040, 0.013, 0.039], [0.116, -0.177, -0.058], [0.021, -0.082, -0.045], [0.004, -0.234, 0.210]], "lowdin_charge": [-0.01, -0.41, 0.16, -0.06, -0.05, -0.24, -0.06, 0.11, 0.18, -0.05, -0.37, 1.00, -0.16, -0.12, -0.11, -0.14, -0.07, -0.53, 0.03, 0.16, -0.05, -0.11, -0.08, -0.50, 0.13, 0.10, 0.09, 0.08, 0.07, 0.07, 0.12, 0.12, 0.13, 0.11, 0.06, 0.12, 0.09, 0.14, 0.12, 0.10, 0.08, 0.08, 0.09, 0.10, 0.12, 0.11, 0.11, 0.10, -0.08, -0.23, 0.46, -0.24, -0.25, -0.11, -0.23, -0.08, 0.08, 0.09, 0.09, 0.09, 0.07, 0.09, 0.09, 0.09, 0.09, -0.08, -0.21, 0.46, -0.25, -0.25, -0.10, -0.22, -0.10, 0.09, 0.09, 0.09, 0.08, 0.09, 0.09, 0.08, 0.10, 0.09], "multiplicity": 1, "energy_ha": -5315.8590, "charge": 1}

=====

Table of HOMO level (eV), in record order: -11.5; -11.8
Table of Kohn-Sham gap (eV), in record order: 8.14; 7.53
Table of molecular weight (g mol⁻¹), in record order: 782.73; 710.43